# C35H46ClN5O4PSSn

C35H46ClN5O4PSSn as an isolated structure (wB97M-V/def2-TZVPD, the Open Molecules 2025 dataset).

Structure (XYZ):
```
94
Properties=species:S:1:pos:R:3:lowdin_charge:R:1
Sn 1.391 2.142 0.140 1.58
O -0.050 2.980 1.967 -0.31
N -1.322 3.163 2.174 -0.20
C -1.704 4.170 2.996 0.00
C -3.022 4.496 3.170 -0.04
C -3.996 3.771 2.488 -0.05
C -3.600 2.713 1.703 -0.08
C -2.250 2.389 1.562 -0.47
S -1.854 1.093 0.443 0.92
H -0.881 4.694 3.458 0.14
H -3.282 5.316 3.822 0.12
H -5.043 4.025 2.580 0.12
H -4.320 2.103 1.172 0.11
Cl 7.833 -0.428 -3.322 0.67
C 6.352 -0.107 -2.478 -0.67
C 5.755 -1.122 -1.716 -0.08
C 4.585 -0.888 -1.043 0.00
C 3.936 0.371 -1.081 -0.34
O 2.820 0.531 -0.438 -0.29
C 4.568 1.390 -1.847 -0.13
C 4.051 2.722 -1.931 -0.18
O 3.052 3.170 -1.364 -0.14
C 5.765 1.122 -2.544 -0.06
H 6.227 -2.095 -1.670 0.11
H 4.130 -1.672 -0.451 0.10
H 4.630 3.411 -2.567 0.14
H 6.216 1.907 -3.140 0.12
C 0.401 5.306 -2.866 0.00
C -0.144 3.916 -2.725 -0.36
O 0.082 3.285 -1.698 -0.10
C -0.961 3.358 -3.830 -0.15
C -1.683 2.185 -3.618 -0.01
C -2.478 1.661 -4.622 -0.06
C -2.548 2.300 -5.854 -0.06
C -1.823 3.462 -6.077 -0.06
C -1.037 3.993 -5.069 -0.02
H 0.902 5.596 -1.947 0.09
H -0.401 6.008 -3.095 0.10
H 1.120 5.340 -3.688 0.10
H -1.619 1.709 -2.649 0.09
H -3.050 0.760 -4.447 0.11
H -3.169 1.894 -6.641 0.11
H -1.875 3.956 -7.038 0.11
H -0.473 4.895 -5.262 0.11
N -0.350 0.465 0.894 -0.60
P -0.326 -1.140 1.082 0.63
N -1.531 -1.623 2.107 -0.22
C -1.822 -3.044 2.332 -0.19
C -3.334 -3.209 2.549 -0.16
C -3.915 -1.939 3.187 -0.19
C -2.890 -1.330 4.141 -0.17
C -1.665 -0.842 3.352 -0.19
N 1.183 -1.504 1.594 -0.17
C 2.062 -0.548 2.282 -0.21
C 2.419 -1.040 3.679 -0.17
C 3.043 -2.430 3.595 -0.19
C 2.060 -3.389 2.929 -0.17
C 1.695 -2.878 1.539 -0.19
N -0.584 -2.077 -0.266 -0.20
C 0.353 -1.795 -1.377 -0.19
C 0.002 -2.645 -2.607 -0.17
C -0.714 -3.924 -2.185 -0.19
C -2.049 -3.583 -1.507 -0.16
C -1.955 -2.238 -0.778 -0.21
H -1.276 -3.394 3.216 0.12
H -1.475 -3.630 1.483 0.10
H -3.510 -4.072 3.193 0.12
H -3.836 -3.407 1.599 0.10
H -4.839 -2.170 3.716 0.11
H -4.150 -1.208 2.409 0.11
H -2.591 -2.084 4.872 0.12
H -3.318 -0.494 4.694 0.11
H -0.760 -0.931 3.967 0.11
H -1.778 0.208 3.083 0.09
H 1.557 0.418 2.326 0.07
H 2.975 -0.427 1.690 0.11
H 1.515 -1.086 4.294 0.10
H 3.105 -0.332 4.148 0.12
H 3.320 -2.789 4.587 0.11
H 3.956 -2.377 2.992 0.12
H 1.155 -3.466 3.540 0.11
H 2.490 -4.389 2.842 0.12
H 0.947 -3.514 1.070 0.10
H 2.594 -2.892 0.910 0.11
H 1.364 -2.009 -1.035 0.10
H 0.330 -0.731 -1.645 0.11
H 0.921 -2.879 -3.145 0.12
H -0.638 -2.081 -3.290 0.11
H -0.071 -4.477 -1.496 0.11
H -0.885 -4.564 -3.051 0.11
H -2.314 -4.372 -0.800 0.11
H -2.848 -3.527 -2.250 0.12
H -2.665 -2.187 0.043 0.09
H -2.191 -1.415 -1.460 0.11
```

Total charge = +1
Energy relative to the best compared isomer or geometry (same formula, charge and spin) = 1.291 eV
Orbital gap = 7.6 eV
E = -3349.91402 Ha